Record 1
C48H126N2O16 | the ωB97M-V functional and the def2-TZVPD basis

Structure (ORCA input):
```
! RIJCOSX wB97M-V def2-TZVPD def2/J DEFGRID3
* xyz -1 2
C 3.23373 -6.53535 -2.67553
C 1.72540 -6.35471 -2.65948
C 1.23407 -7.86373 -2.63473
C -0.04930 -8.29068 -2.05264
C 0.02517 -7.73064 -0.59059
C 0.19317 -6.13735 -0.54472
N 1.36233 -5.74386 -1.39972
O 1.59761 -4.39080 -1.40263
C -1.02788 -5.34452 -0.95523
C 0.49766 -5.83430 0.91598
C 1.19381 -5.77753 -3.97123
H 3.64036 -7.16207 -3.46925
H 3.45699 -7.04277 -1.73704
H 3.67425 -5.54421 -2.78356
H 1.21544 -8.21613 -3.66602
H 1.97972 -8.58334 -2.29667
H -0.28440 -9.35488 -2.06976
H -0.93265 -7.81574 -2.47953
H 0.75586 -8.30490 -0.02100
H -0.92023 -8.02260 -0.13335
H -1.26791 -5.44644 -2.01358
H -1.93767 -5.78350 -0.54571
H -1.02299 -4.28109 -0.71616
H 1.49613 -6.17789 1.18632
H 0.49454 -4.76699 1.13718
H -0.29523 -6.23785 1.54572
H 1.35299 -4.69939 -3.95141
H 0.11639 -5.84322 -4.12273
H 1.66311 -6.25145 -4.83335
H 0.84051 -3.99374 -1.83937
C -2.45683 2.01767 1.16921
C -1.18289 1.08176 1.36298
C -1.64512 -0.34503 0.94758
C -0.49427 -1.34366 0.88930
C 0.72047 -0.81530 0.07348
C 1.19132 0.66788 0.35692
N -0.04852 1.58060 0.55355
O 0.25699 2.80908 0.93265
C 2.08356 0.59916 1.58686
C 2.04256 1.23729 -0.83505
C -0.89435 0.97438 2.85345
H -3.36846 1.50804 1.48116
H -2.48754 2.10926 0.08350
H -2.40116 3.00915 1.61862
H -2.23441 -0.74089 1.77470
H -2.24479 -0.36480 0.03758
H -0.82359 -2.24134 0.36604
H -0.23058 -1.59699 1.91614
H 0.43084 -0.82519 -0.97729
H 1.48223 -1.59391 0.11334
H 2.58858 1.54582 1.77886
H 1.52682 0.26119 2.46088
H 2.85639 -0.15052 1.41709
H 2.74771 0.43702 -1.05959
H 1.58275 1.45341 -1.79939
H 2.67843 2.08140 -0.56811
H -0.28999 0.11594 3.14658
H -1.80562 0.97157 3.45149
H -0.33314 1.82957 3.23003
H 0.59827 2.60956 1.80747
O -0.78244 -0.01192 5.81565
H -1.56734 -0.10530 6.35552
H -0.75361 0.91859 5.59303
O -0.32563 -2.48753 -2.73282
H -0.83796 -3.08543 -3.27712
H -0.97508 -1.90399 -2.34048
O 0.11350 -2.87260 5.35858
H -0.12314 -1.94830 5.43540
H 0.29396 -2.99749 4.42688
O -0.86542 4.19519 3.57846
H -1.62582 4.75760 3.43110
H -0.81052 4.11038 4.53031
C 2.11238 5.22387 1.75597
C 3.38875 6.02034 2.15618
C 4.60108 5.20538 1.73047
O 3.48835 7.34407 1.65842
H 2.03848 4.23192 2.20170
H 2.03310 5.11138 0.67469
H 1.25591 5.76713 2.15525
H 3.28448 6.10242 3.23807
H 5.41923 5.67817 2.27382
H 4.72368 5.16741 0.64806
H 4.59711 4.20272 2.15797
H 3.76629 7.34028 0.73954
C -1.60188 1.33160 -4.55612
C -0.96455 1.68932 -3.20899
C -1.11744 3.15961 -2.70186
O -1.40395 0.81739 -2.22029
H -1.21879 1.80238 -5.46150
H -2.63558 1.67313 -4.50205
H -1.57566 0.28214 -4.84945
H 0.11819 1.57077 -3.25071
H -2.15483 3.43443 -2.51110
H -0.78254 3.91129 -3.41663
H -0.62394 3.24633 -1.73384
H -0.90545 1.16280 -1.47611
C 3.08343 -1.96165 -3.15770
C 4.44148 -1.28419 -3.55540
C 4.19425 -0.08854 -4.51483
O 5.05078 -0.69263 -2.43905
H 3.33324 -3.01550 -3.03484
H 2.24738 -1.85480 -3.84886
H 2.72960 -1.47492 -2.24886
H 5.10257 -2.01473 -4.02165
H 3.64602 0.74390 -4.07367
H 3.44405 -0.34159 -5.26400
H 5.12936 0.22467 -4.97912
H 5.98514 -0.73935 -2.65443
C 5.16343 -1.81082 1.77078
C 4.50953 -2.47253 0.61401
C 5.43605 -3.20769 -0.30464
O 3.47386 -3.32545 1.12198
H 5.51375 -2.61475 2.41814
H 4.43316 -1.24463 2.34892
H 6.00147 -1.22050 1.40023
H 4.07599 -1.67700 0.00798
H 5.78690 -4.17953 0.04254
H 6.40012 -2.74185 -0.50871
H 5.13227 -3.34689 -1.34216
H 2.93050 -3.58298 0.37362
C -8.62271 2.52810 2.11329
C -8.19135 1.21550 1.38759
C -6.68084 1.00664 1.12398
O -8.70462 0.09029 2.16422
H -8.21363 2.62448 3.11900
H -9.71160 2.47907 2.10846
H -8.27236 3.47113 1.69370
H -8.76442 1.21063 0.46041
H -6.28299 1.78782 0.47625
H -6.65358 0.00265 0.70046
H -6.15877 1.07678 2.07825
H -8.37398 0.14121 3.06404
C -4.71316 0.29161 -2.06571
C -4.57807 -1.12229 -2.61296
C -4.67519 -1.28574 -4.15450
O -3.21297 -1.47404 -2.15913
H -4.03787 1.05083 -2.46024
H -4.46621 0.20458 -1.00762
H -5.77577 0.53443 -2.06621
H -5.35483 -1.78246 -2.22704
H -4.19082 -0.40809 -4.58254
H -5.64415 -1.21407 -4.64854
H -4.29687 -2.21436 -4.58188
H -2.77680 -0.62129 -2.09453
C -2.17463 6.03913 -0.17093
C -1.10006 6.99820 0.43300
C 0.19897 7.08764 -0.30658
O -1.58619 8.32913 0.66730
H -1.94865 5.00019 0.06911
H -2.39219 6.09418 -1.23758
H -3.15739 6.21130 0.26798
H -0.91219 6.52604 1.39729
H 0.94260 7.47398 0.39047
H 0.07443 7.76151 -1.15421
H 0.47922 6.16018 -0.80595
H -0.90391 9.00196 0.72552
C 2.65736 2.20361 4.98497
C 2.39104 2.80792 6.38421
C 1.76053 4.26787 6.49141
O 1.42732 2.01547 6.94393
H 1.75333 1.83638 4.49920
H 3.39857 1.40457 4.97007
H 3.02008 2.93568 4.26344
H 3.25256 2.85896 7.05002
H 2.45333 5.06890 6.23356
H 1.58029 4.51682 7.53718
H 0.79318 4.47694 6.03466
H 1.64012 1.11891 6.67468
C 2.43949 4.58875 -2.42890
C 3.34328 4.14990 -3.60292
C 4.38279 3.06778 -3.29698
O 2.52854 3.54986 -4.56463
H 1.68547 5.28147 -2.80266
H 3.00989 5.24044 -1.76705
H 1.87556 3.82183 -1.89794
H 3.67325 5.06565 -4.09346
H 3.99268 2.13089 -2.89928
H 4.93208 3.37586 -2.40734
H 5.10287 2.73725 -4.04554
H 1.82739 4.17081 -4.77535
C -3.18387 -4.13204 1.30486
C -4.63568 -4.28984 1.75274
C -5.34174 -3.08933 2.26277
O -5.18470 -4.96369 0.58315
H -2.64590 -3.74274 2.16922
H -3.08523 -3.41123 0.49319
H -2.64789 -5.06232 1.11669
H -4.61627 -5.05458 2.52920
H -5.20256 -2.31313 1.51027
H -4.79197 -2.69095 3.11549
H -6.37460 -3.23413 2.57952
H -5.06087 -4.45734 -0.22300
*
```

The LUMO energy (spin up / spin down) comes out at 1.8 / 1.8 eV. Its HOMO-LUMO gap (spin up / spin down) is 1.71 / 8.46 eV. As for the expectation value of S²: 0.75.

***

Record 2
C34H35FN6O2Zn | the ωB97M-V functional and the def2-TZVPD basis

Structure (ORCA input):
```
! RIJCOSX wB97M-V def2-TZVPD def2/J DEFGRID3
* xyz 0 1
Zn -0.49132 0.01503 -0.25364
O -1.98456 0.67898 0.81353
C -2.59235 1.82542 0.82483
C -3.24216 2.25679 2.00944
C -3.86187 3.47943 2.09481
C -3.88750 4.34972 0.99619
C -3.29623 3.94456 -0.17628
C -2.66066 2.69880 -0.29448
C -2.06385 2.30828 -1.56172
N -1.20044 1.32276 -1.78828
C -0.94911 1.30185 -3.14847
C -1.65207 2.28451 -3.75621
N -2.35829 2.90666 -2.74617
H -3.20754 1.58345 2.85825
H -4.33083 3.77866 3.02610
H -4.35340 5.32308 1.07196
H -3.30118 4.62756 -1.02173
H -0.27239 0.58213 -3.58354
H -1.73162 2.58176 -4.78804
H -2.97065 3.69202 -2.85395
C 0.70880 3.24425 0.79511
C 1.46419 2.60095 1.96207
C 0.50086 2.06716 3.02476
C 2.52918 1.64939 1.41688
C 3.79974 2.21710 1.31599
C 4.88058 1.51406 0.82355
C 4.68953 0.20414 0.42579
C 3.44540 -0.42171 0.49730
C 3.48212 -1.88906 0.02909
C 3.45360 -2.89873 1.18513
C 2.45559 -2.28496 -1.02791
C 2.32534 0.31840 0.98193
N 1.02567 -0.27731 1.03827
C 0.75722 -0.97420 2.20164
C 1.53900 -0.92202 3.37617
C 1.20266 -1.62853 4.52034
C 0.07415 -2.43583 4.56595
C -0.71086 -2.53139 3.42374
C -0.35479 -1.82191 2.30431
F -1.11082 -1.99014 1.18079
H -0.06352 3.92835 1.15785
H 0.22650 2.47768 0.18916
H 1.39276 3.80030 0.14661
H 2.02630 3.39972 2.45019
H -0.24088 1.38768 2.61070
H -0.02665 2.91420 3.47442
H 1.03858 1.54613 3.81845
H 3.94018 3.24128 1.64859
H 5.86162 1.97243 0.77241
H 5.53562 -0.36061 0.04598
H 4.46056 -2.00007 -0.44093
H 2.45674 -2.99654 1.60868
H 4.13199 -2.59728 1.98683
H 3.76797 -3.88225 0.82207
H 1.45572 -2.10535 -0.64550
H 2.56616 -3.34696 -1.27124
H 2.57785 -1.71074 -1.94784
H 2.43160 -0.30890 3.37458
H 1.83717 -1.54205 5.39624
H -0.18698 -2.98490 5.46136
H -1.59520 -3.15745 3.38862
N 2.45450 1.67051 -2.43767
C 1.73521 0.98893 -1.82590
H 3.15516 2.24429 -2.85521
N -3.64133 -4.07742 -5.33060
C -3.00856 -4.54729 -4.22197
O -2.86754 -5.73007 -3.99121
C -2.47589 -3.49791 -3.28276
C -3.05799 -2.24825 -3.12232
C -2.48853 -1.35506 -2.23305
N -1.39486 -1.63448 -1.52087
C -0.87280 -2.86224 -1.63455
C -1.37560 -3.81450 -2.50142
H -3.98969 -4.74639 -5.99293
H -3.66095 -3.10341 -5.56786
H -3.95905 -1.96743 -3.65434
H -2.93104 -0.37909 -2.07254
H -0.03439 -3.09782 -0.99445
H -0.92989 -4.79812 -2.57109
*
```

The LUMO energy comes out at -0.2 eV. Its HOMO-LUMO gap is 6.47 eV.

***

Record 3
C9H19FeINO | the ωB97M-V functional and the def2-TZVPD basis

Structure (ORCA input):
```
! RIJCOSX wB97M-V def2-TZVPD def2/J DEFGRID3
* xyz 1 5
Fe 0.27985 5.88983 3.92884
I -0.85098 4.53993 1.92786
C 1.15355 0.14025 2.14635
C 0.83052 -0.50248 0.74437
C 0.04592 -1.77739 1.03192
C -0.67946 -2.24756 -0.23901
C -1.48773 -1.16696 -0.91969
C -0.75426 0.15818 -1.12658
N 0.02599 0.46568 0.06842
O 0.54082 1.74320 0.01716
C 0.04187 -0.04256 -2.39925
C -1.76873 1.33620 -1.35701
C 2.19733 -0.85354 0.15271
H 1.81019 1.00985 2.11969
H 1.45080 -0.44974 3.01333
H 0.26409 0.62275 2.55150
H 0.72615 -2.58922 1.28947
H -0.55975 -1.77240 1.93814
H -1.29404 -3.09694 0.05921
H 0.11641 -2.52704 -0.92935
H -2.35702 -1.02106 -0.27849
H -1.90071 -1.66031 -1.79955
H 0.85891 -0.75124 -2.26392
H -0.64481 -0.30990 -3.20243
H 0.59176 0.85201 -2.69161
H -2.23892 1.69406 -0.44106
H -1.50653 2.16973 -2.00861
H -2.53190 0.86122 -1.97351
H 2.67861 -1.55166 0.83762
H 2.86266 -0.00231 0.00839
H 2.13908 -1.44831 -0.75886
H -0.03969 2.28767 0.55398
*
```

The LUMO energy (spin up / spin down) comes out at -7.6 / -7.6 eV. Its HOMO-LUMO gap (spin up / spin down) is 2.69 / 2.53 eV. As for the relative energy (zero: lowest compared OMol25 entry of this formula, charge and spin): 36.23 kcal per mole. As for the expectation value of S²: 6.01.

***

Record 4
C14H22N2O3 | the ωB97M-V functional and the def2-TZVPD basis

Structure (ORCA input):
```
! RIJCOSX wB97M-V def2-TZVPD def2/J DEFGRID3
* xyz 0 1
C 6.08077 -1.07300 -0.22701
C 4.91653 -0.08011 -0.21484
C 4.45064 0.18915 -1.65281
N 3.90431 -0.61511 0.67699
C 2.89363 0.26430 1.20227
C 1.66165 0.49159 0.29710
O 1.18788 -0.78399 -0.08147
C 0.60222 1.31028 1.05615
O -0.44874 1.74831 0.21962
C -1.56649 0.98658 0.03718
C -1.80299 -0.26825 0.58623
C -2.99556 -0.92325 0.32122
C -3.96750 -0.36102 -0.49278
C -5.27140 -1.05534 -0.75358
C -6.41401 -0.44003 0.05442
N -6.11158 -0.23696 1.35674
O -7.49886 -0.18802 -0.41320
C -3.72074 0.89537 -1.04099
C -2.54313 1.55996 -0.78188
H 6.38642 -1.29387 0.79146
H 6.92797 -0.66276 -0.77004
H 5.77607 -2.00110 -0.70473
H 5.26351 0.86132 0.22951
H 3.77237 1.03723 -1.69962
H 5.30675 0.40890 -2.28622
H 3.94250 -0.68757 -2.05043
H 3.46250 -1.43436 0.27364
H 2.52927 -0.18760 2.13235
H 3.34724 1.22905 1.44009
H 1.94238 1.06352 -0.59886
H 0.45267 -0.67692 -0.69520
H 0.22585 0.74173 1.91209
H 1.07101 2.22725 1.42453
H -1.07066 -0.75881 1.20831
H -3.15573 -1.90199 0.75242
H -5.54552 -0.98872 -1.80712
H -5.20528 -2.11046 -0.47916
H -5.17763 -0.36974 1.70276
H -6.79513 0.19876 1.95263
H -4.46557 1.35213 -1.67530
H -2.34761 2.53353 -1.20246
*
```

The LUMO energy comes out at 0.7 eV. Its HOMO-LUMO gap is 9.16 eV. As for the relative energy (zero: lowest compared OMol25 entry of this formula, charge and spin): 35.17 kcal per mole.

***

Record 5
C8H10OS | the ωB97M-V functional and the def2-TZVPD basis

Structure (ORCA input):
```
! RIJCOSX wB97M-V def2-TZVPD def2/J DEFGRID3
* xyz 0 1
C -2.83255 -0.87783 0.01274
C -2.04547 1.30380 -0.43814
C -1.50940 -1.02163 -0.37007
C -0.95144 0.41670 -0.67810
C -0.99390 -2.31653 -0.44102
C 0.40352 0.77535 -0.37785
C 1.37183 -0.39523 -0.31858
C 0.72569 2.00371 0.55319
O -0.03115 0.91699 -1.70664
S -3.43111 0.65091 0.12084
H -3.41418 -1.68552 0.37704
H -2.21805 2.39374 -0.73570
H -1.74597 -2.99558 -0.18557
H -0.09320 -2.66583 -0.65936
H 1.17564 -1.12500 -0.98960
H 1.26605 -0.75740 0.72841
H 2.44517 -0.01640 -0.39277
H -0.16146 2.17277 1.26996
H 0.77659 2.80189 -0.14902
H 1.81452 1.88972 0.89985
*
```

The LUMO energy (spin up / spin down) comes out at -0.2 / -0.3 eV. Its HOMO-LUMO gap (spin up / spin down) is 7.07 / 6.82 eV. As for the relative energy (zero: lowest compared OMol25 entry of this formula, charge and spin): 92.34 kcal per mole.

***

Record 6
CH3O3PS | the ωB97M-V functional and the def2-TZVPD basis

Structure (ORCA input):
```
! RIJCOSX wB97M-V def2-TZVPD def2/J DEFGRID3
* xyz 0 3
C 1.18554 0.03277 -0.84599
O -2.20707 0.78859 1.93623
O -1.11926 0.30435 -0.19405
O 0.49196 -0.77396 1.60166
P -2.46323 -0.07003 0.74821
S 0.05373 -0.83185 0.19442
H 0.62325 0.79827 -1.41704
H 1.96184 0.47385 -0.36326
H 1.47325 -0.72200 -1.66018
*
```

The LUMO energy (spin up / spin down) comes out at -0.1 / -4.7 eV. Its HOMO-LUMO gap (spin up / spin down) is 5.75 / 4.57 eV. As for the relative energy (zero: lowest compared OMol25 entry of this formula, charge and spin): 79.67 kcal per mole. As for the expectation value of S²: 2.01.

***

Number 1: M 987.5 g/mol. Number 2: M 644.1 g/mol. Number 3: M 340.0 g/mol. Number 4: M 266.3 g/mol. Number 5: M 154.2 g/mol. Number 6: M 126.1 g/mol.